Here is the molecule C18H21NO2 from the Open Molecules 2025 dataset. Energies are from ωB97M-V/def2-TZVPD.

```
42
Properties=species:S:1:pos:R:3:forces:R:3
C 0.68983 -0.28292 -5.91638 0.2 0.1 -0.1
O -0.21935 -0.81781 -4.98684 -0.2 -0.1 0.3
C 0.12396 -0.80344 -3.66485 0.0 0.0 0.1
C 1.30609 -0.29365 -3.15030 0.0 0.0 -0.4
C 1.52397 -0.34506 -1.78235 -0.3 -0.2 0.1
C 0.59735 -0.88521 -0.91237 -0.1 -0.1 0.1
C 0.86134 -0.92989 0.57045 -0.1 0.0 0.0
N 1.65125 0.21691 0.99117 0.1 0.0 -0.1
C 2.28915 0.04494 2.27957 0.0 -0.1 0.2
C 1.29178 -0.11648 3.43337 0.2 0.0 -0.2
C 0.18075 0.89494 3.34307 0.0 0.0 0.0
C -0.66181 1.09699 4.43032 0.0 0.0 0.0
C -1.70394 2.00126 4.36360 0.0 0.0 0.1
C -1.91900 2.71668 3.19685 -0.1 0.1 -0.1
C -1.08825 2.52036 2.11060 0.0 0.0 0.0
C -0.03684 1.61412 2.17100 0.0 0.0 0.0
C 0.87878 1.44448 0.98190 0.2 0.1 -0.1
C -0.59651 -1.40438 -1.43800 0.2 0.1 -0.1
O -1.47443 -1.93681 -0.53731 0.4 0.2 0.0
C -2.69738 -2.44356 -1.01129 -0.2 -0.1 -0.1
C -0.82296 -1.35789 -2.80308 -0.2 -0.1 -0.1
H 0.87600 0.78014 -5.73154 0.0 0.0 0.0
H 0.21925 -0.40111 -6.89138 0.1 0.0 0.0
H 1.64128 -0.82464 -5.90622 0.0 0.0 0.0
H 2.05820 0.13988 -3.78911 0.0 0.0 -0.1
H 2.43634 0.05442 -1.36791 0.1 0.1 0.1
H 1.43568 -1.83441 0.79870 -0.1 0.0 0.1
H -0.10199 -1.00052 1.09661 0.1 -0.1 0.0
H 2.90618 0.93211 2.45293 0.0 -0.1 0.0
H 2.95146 -0.82385 2.22870 0.0 0.1 0.0
H 0.85562 -1.12039 3.40297 0.0 0.0 0.0
H 1.80950 -0.01693 4.39025 0.0 -0.1 0.0
H -0.49095 0.53542 5.33854 0.0 -0.1 0.1
H -2.34820 2.14856 5.21814 -0.1 0.0 0.1
H -2.73335 3.42379 3.13535 -0.1 0.1 0.0
H -1.25124 3.07487 1.19677 0.0 0.1 -0.1
H 1.58754 2.28362 0.96396 -0.1 0.0 -0.1
H 0.30254 1.48225 0.05420 0.0 0.1 0.0
H -2.54559 -3.28184 -1.69878 0.0 0.0 0.0
H -3.28925 -1.66856 -1.50861 0.0 0.0 0.0
H -3.23161 -2.79386 -0.12912 0.0 0.0 -0.1
H -1.72537 -1.74332 -3.24770 -0.1 -0.1 0.0
```
Positions in Å, forces in eV/Å.

## Properties
Molar mass in g/mol: 283.4
HOMO-LUMO gap in eV: 8.88
E in eV: -24591.32584
SMILES string: COc1ccc(CN2CCc3ccccc3C2)c(OC)c1
Energy above the lowest of the compared OMol25 structures with the same formula, charge and spin in kcal per mole: 30.22